Here is a gas-phase ion, C6H12NS (charge +1) in a non-equilibrium geometry from the OMol25 dataset. Energies are from wB97M-V/def2-TZVPD.

```
20
Properties=species:S:1:pos:R:3:forces:R:3
C 2.597126 -0.962511 -0.532981 -4.60 2.22 2.54
C 1.563114 -0.104538 -0.114351 3.94 -2.11 -2.78
C -0.227859 0.363476 1.513269 -1.72 -4.12 1.75
C -1.649576 0.530955 0.820991 -0.38 3.11 0.15
C -3.052579 -1.094540 -1.177184 -0.12 -1.00 3.22
C 1.606319 1.268527 -0.816758 2.16 -2.44 -0.56
N 0.625692 -0.531649 0.764414 -1.53 0.60 0.51
S -2.493558 -0.999288 0.439323 0.34 -1.61 -2.63
H 2.760519 -1.945116 -0.210714 0.16 -1.14 0.55
H 3.212073 -0.489170 -1.170183 2.37 0.88 -2.32
H 0.254113 1.227274 1.945747 -0.25 0.79 -0.67
H -0.486635 -0.246701 2.439937 0.42 0.84 -0.70
H -2.385874 1.205414 1.415980 1.32 -1.03 -1.00
H -1.410192 0.960806 -0.152292 -0.49 0.36 0.00
H -3.536726 -0.286152 -1.703270 0.85 0.53 -0.50
H -3.259705 -2.149754 -1.524417 0.10 1.24 0.60
H 2.429783 1.774898 -0.372485 0.62 0.75 0.55
H 0.787800 1.883521 -0.721640 -2.10 1.24 -0.11
H 1.982393 1.103698 -1.878271 -1.14 0.31 1.24
H 0.683773 -1.509152 1.034886 0.06 0.59 0.16
```
Forces are in eV/Å.

Results
Net charge: +1
Energy relative to the best compared isomer or geometry (same formula, charge and spin) in eV: 4.244
2S+1: 1
F_max in eV/Å: 5.70


Here is C6H11ClS in the gas phase in a non-equilibrium geometry from the OMol25 dataset. Energies are from wB97M-V/def2-TZVPD.

```
19
Properties=species:S:1:pos:R:3:forces:R:3
C -0.390918 -1.212457 1.786441 1.23 -0.74 -0.58
C -0.359653 -1.436111 0.302399 -1.50 -0.75 -0.46
Cl -2.121318 -1.280118 -0.298787 0.21 -0.33 0.07
C 0.461346 -0.687700 -0.675180 0.51 1.28 1.31
C 1.534073 0.268970 -0.096492 1.30 -0.96 -0.31
C 0.409890 0.828438 -0.818136 -1.03 0.10 -0.88
C -0.607628 1.698279 -0.136915 -0.37 0.79 -1.19
S 0.799687 1.374123 -2.494099 -0.94 -0.01 -0.36
H 0.614290 -1.463139 2.119764 0.04 -0.09 0.44
H -0.646257 -0.269276 2.163441 -0.36 1.55 0.14
H -1.101386 -1.911278 2.165051 -0.34 -0.58 0.54
H -0.128123 -2.511541 0.215440 -0.23 0.43 -0.34
H 0.578584 -1.216272 -1.611819 0.55 0.09 0.13
H 2.519436 0.226351 -0.548085 -0.07 0.17 -0.04
H 1.567570 0.492602 0.964155 -0.17 -0.42 0.02
H -0.788503 1.516352 0.897065 0.00 -0.46 0.76
H -1.555223 1.624752 -0.680285 0.02 -0.09 0.23
H -0.307159 2.744544 -0.240894 0.15 -0.07 0.10
H -0.478707 1.213481 -3.013064 1.01 0.10 0.43
```
Forces are in eV/Å.

Results
SMILES: C[C@@H](Cl)[C@@H]1C[C@@]1(C)S
Net charge: 0
Energy relative to the best compared isomer or geometry (same formula, charge and spin) in eV: 0.484
2S+1: 1
F_max in eV/Å: 1.90


Here is 7 unconnected molecules or ions with the total composition C11H36O7 from the OMol25 dataset. Energies are from wB97M-V/def2-TZVPD.

```
54
Properties=species:S:1:pos:R:3:forces:R:3
C -3.716670 4.704803 2.654847 0.18 -0.13 -0.19
C -2.218217 4.447352 2.724697 -0.21 -0.09 0.05
O -1.523251 5.100805 1.667782 0.13 -0.05 0.04
H -4.110960 4.270309 1.732372 -0.07 0.05 0.04
H -3.921381 5.773931 2.642009 -0.01 0.02 0.06
H -4.237423 4.240270 3.492654 0.01 0.03 0.05
H -2.033945 3.367396 2.705216 0.07 0.04 0.00
H -1.792396 4.825385 3.654599 -0.03 0.07 -0.02
H -1.550498 4.539879 0.888466 -0.07 0.02 -0.03
C 1.674083 -2.948612 3.588467 -0.01 0.20 0.10
C 0.467620 -2.896909 2.696104 -0.48 -0.04 -0.07
O -0.559858 -3.726664 3.241220 0.46 0.09 -0.11
H 1.392903 -2.591501 4.579645 0.06 -0.08 0.06
H 2.429702 -2.264303 3.196438 0.14 -0.15 0.03
H 2.069043 -3.959199 3.673356 0.09 -0.01 -0.01
H 0.707074 -3.235063 1.678494 0.11 0.04 0.02
H 0.130184 -1.855653 2.626144 -0.05 -0.08 -0.07
H -1.302539 -3.690879 2.627388 -0.31 0.04 0.14
C 3.933748 -1.963151 -1.562334 -0.18 -0.05 -0.19
C 2.848933 -1.735162 -0.526956 0.29 0.14 0.14
O 1.640762 -1.259687 -1.110151 -0.01 -0.01 0.17
H 3.577482 -2.613789 -2.363449 -0.04 -0.02 0.07
H 4.817105 -2.424962 -1.122747 0.04 0.09 0.06
H 4.215118 -1.008920 -2.016131 0.12 -0.05 0.03
H 3.214556 -1.018779 0.224070 -0.07 -0.06 -0.01
H 2.604720 -2.648814 0.012813 -0.07 -0.07 -0.10
H 1.842474 -0.463719 -1.629548 -0.05 0.01 -0.22
C -1.339414 -0.251414 -2.949187 -0.01 -0.29 -0.25
C -1.190112 0.023531 -4.427934 -0.09 0.20 0.03
O -2.155858 1.025060 -4.769259 0.14 -0.02 -0.02
H -1.150461 0.670277 -2.406324 -0.09 -0.03 0.16
H -0.647844 -1.024986 -2.610102 0.10 0.08 -0.02
H -2.350743 -0.616855 -2.761986 -0.03 0.19 0.14
H -1.372508 -0.880774 -5.016622 0.07 -0.01 -0.02
H -0.180772 0.389525 -4.643611 0.00 -0.07 -0.01
H -1.850159 1.501893 -5.545514 -0.06 -0.07 -0.02
C 2.954211 1.858722 -1.539527 0.09 0.14 -0.20
O 2.184286 1.160638 -2.527519 0.05 -0.03 0.13
H 3.801499 2.377533 -1.989687 -0.02 -0.01 0.00
H 2.311470 2.601107 -1.072987 -0.01 -0.05 0.10
H 3.333154 1.165125 -0.787090 -0.05 0.02 0.06
H 2.705297 1.075399 -3.329409 0.00 -0.03 -0.01
C -2.241090 -2.357082 0.540784 0.13 0.16 -0.10
O -2.871425 -3.038448 1.626302 0.08 0.13 -0.07
H -2.950390 -2.056144 -0.232536 -0.07 -0.07 0.04
H -1.770888 -1.454955 0.933778 -0.04 -0.08 0.09
H -1.451248 -2.961715 0.083278 -0.10 -0.06 0.00
H -3.585853 -3.588286 1.297051 0.05 -0.05 -0.08
C -0.357084 1.181448 0.345114 0.12 0.22 -0.60
O 0.366105 0.163564 0.982213 0.12 -0.01 0.56
H -1.289255 0.819013 -0.104428 -0.07 0.01 0.20
H -0.572037 1.965496 1.071476 -0.09 -0.08 0.07
H 0.211519 1.644714 -0.475599 -0.02 -0.03 0.12
H 0.861229 -0.356749 0.333861 -0.23 -0.10 -0.31
```
Forces are in eV/Å.

Results
SMILES: CCO.CCO.CCO.CCO.CO.CO.CO
Net charge: 0
Energy relative to the best compared isomer or geometry (same formula, charge and spin) in eV: 0.706
2S+1: 1
F_max in eV/Å: 0.65


Here is 2 unconnected molecules or ions with the total composition C5H12N2O in a non-equilibrium geometry from the OMol25 dataset. Energies are from wB97M-V/def2-TZVPD.

```
20
Properties=species:S:1:pos:R:3:forces:R:3
C -1.779821 -0.433773 -0.788469 -0.20 0.26 -0.50
C -0.247061 -0.397325 2.890260 0.21 0.07 0.18
C 0.116451 2.053824 -0.215545 -0.13 0.34 -0.59
C 1.749323 -0.783653 -1.900074 -0.19 -0.06 -0.07
N -0.583696 -0.701888 -1.282703 0.11 0.15 0.30
C 0.609484 -0.026877 -1.269484 0.30 -0.46 -0.46
O -0.936602 0.089652 1.763228 0.54 0.82 -0.58
N 0.888115 1.145707 -0.739892 -0.10 0.08 0.43
H -0.475869 -1.650563 -1.629022 -0.02 0.15 0.07
H -2.061404 0.547986 -0.477935 0.14 0.14 0.12
H -2.516194 -1.213412 -0.790128 -0.01 -0.22 0.00
H -0.963891 -0.931207 3.517679 0.11 -0.03 -0.09
H 0.568713 -1.071401 2.599111 -0.09 -0.02 0.12
H 0.174774 0.421745 3.481175 0.02 -0.07 0.07
H -0.944385 2.173830 -0.423667 -0.07 -0.23 0.20
H -0.359676 0.751693 1.282351 -0.74 -0.84 0.67
H 0.624494 2.930549 0.163058 -0.03 0.10 0.17
H 1.880157 -1.770238 -1.448956 0.07 -0.10 -0.01
H 1.593428 -0.918856 -2.973635 0.09 -0.04 -0.04
H 2.663660 -0.215794 -1.757352 -0.03 -0.02 0.00
```
Forces are in eV/Å.

Results
Net charge: 0
Energy relative to the best compared isomer or geometry (same formula, charge and spin) in eV: 4.469
2S+1: 1
F_max in eV/Å: 1.31


Here is a molecular structure, C19H22CdNO3PSeTe in a non-equilibrium geometry from the OMol25 dataset. Energies are from wB97M-V/def2-TZVPD.

```
49
Properties=species:S:1:pos:R:3:forces:R:3
Cd -0.464757 0.174624 0.470165 -1.13 1.81 0.19
Se 2.113343 0.174624 0.470165 2.73 -0.14 0.58
C 4.032343 0.188024 0.474165 -1.58 -0.14 0.07
C 4.734243 -0.149376 1.634865 1.22 -0.04 0.13
C 6.131543 -0.133576 1.617365 -1.29 0.65 -2.22
N 6.795043 0.207324 0.479865 0.91 0.02 -0.02
C 6.131543 0.538924 -0.660435 -1.24 -0.66 2.24
C 4.734243 0.535224 -0.683735 1.10 0.06 -0.11
H 4.205243 -0.420476 2.539465 -0.12 0.02 -0.07
H 6.688243 -0.392276 2.507965 0.35 0.03 -0.08
H 6.688343 0.805524 -1.548835 0.34 -0.03 0.09
H 4.205243 0.798924 -1.590435 -0.12 -0.02 0.04
C -3.857457 4.326124 2.051465 0.59 0.48 -0.35
C -3.829857 2.927324 2.038565 0.86 -0.16 -0.39
C -2.721757 2.250124 1.522165 -1.44 1.12 1.34
C -1.641557 2.978024 1.018665 1.48 -0.47 -0.82
C -0.464757 2.284224 0.470165 -0.50 0.55 0.80
C 0.570043 2.989124 -0.012135 -0.07 2.62 -0.20
C 0.541943 4.471124 0.000965 0.33 -1.81 -0.24
C -0.518357 5.133124 0.495165 -1.19 -0.65 0.57
C -1.668557 4.382224 1.031265 1.03 1.25 -0.61
C -2.778457 5.055224 1.548565 -0.98 -0.57 0.48
H -4.714657 4.848524 2.450965 -0.16 0.11 0.07
H -4.666557 2.366824 2.428565 -0.15 -0.10 0.09
H -2.704157 1.167924 1.513965 0.05 0.28 -0.07
H 1.434243 2.475324 -0.414935 0.10 0.17 0.05
H 1.386843 5.021324 -0.392835 0.13 0.06 -0.07
H -0.533957 6.216724 0.502365 -0.15 0.08 0.09
H -2.802657 6.136824 1.559865 0.03 0.14 0.00
C -4.061057 -3.391176 -1.622635 -0.14 -0.32 -0.28
C -3.337857 -2.394876 -0.725935 -1.23 -0.23 0.76
O -2.442857 -1.616076 -1.491435 3.35 -2.14 0.36
P -0.794857 -2.141576 -1.210935 -1.35 0.00 4.38
O -0.464757 -1.847476 0.470165 -1.04 -4.15 -5.65
Te 0.631043 -1.035376 -2.567835 0.27 0.21 -1.28
O -0.752457 -3.870376 -1.490435 -0.82 2.99 0.63
C 0.411743 -4.415976 -0.911335 1.13 -0.75 0.56
C 0.971543 -5.478776 -1.844835 -0.01 -0.29 -0.37
H -4.801857 -3.963376 -1.024835 0.31 0.24 -0.33
H -3.337857 -4.102476 -2.072235 -0.42 0.38 0.20
H -4.593457 -2.853476 -2.435535 0.29 -0.34 0.41
H -2.861757 -2.932376 0.125765 -0.03 0.48 -0.53
H -4.085857 -1.710576 -0.273235 0.55 -0.15 -0.18
H 0.150743 -4.878276 0.065265 0.19 0.39 -0.38
H 1.227243 -3.673576 -0.749435 -0.76 -0.16 0.04
H 0.213743 -6.270976 -2.021635 0.44 0.36 0.01
H 1.876643 -5.938176 -1.394935 -0.47 0.22 -0.24
H 1.247943 -5.017276 -2.817535 -0.17 -0.30 0.57
H -2.220957 0.174624 0.470165 -1.21 -1.09 -0.27
```
Forces are in eV/Å.

Results
Energy in hartree: -4196.15720
Net charge: -2
2S+1: 1
F_max in eV/Å: 7.08